# C19H25BBrCl3F4NO3Sn

C19H25BBrCl3F4NO3Sn as an isolated structure (ωB97M-V with the def2-TZVPD basis set, OMol25).

Last column: Mulliken charge in e.
Cartesian coordinates (Å):
Sn -1.067 -0.348 -2.837  0.8346
C 5.610 -0.208 1.383  -2.1870
C 4.346 -0.172 2.244  2.0611
C 4.414 1.069 3.147  -1.6399
C 4.325 -1.437 3.117  -1.6293
C 3.075 -0.121 1.399  -0.2336
C 3.091 -0.132 0.016  -0.2893
C 1.895 -0.097 -0.674  -0.3512
Br 1.939 -0.188 -2.599  -0.2256
C 0.627 -0.032 -0.082  0.6996
O -0.474 0.054 -0.782  0.2707
C 0.616 -0.047 1.343  -0.4943
C 1.823 -0.085 2.021  -0.0470
C -0.721 -0.052 2.087  2.0346
C -0.535 -0.115 3.606  -2.3315
C -1.508 1.228 1.763  -1.4611
C -1.536 -1.289 1.670  -1.4511
H 6.491 -0.254 2.026  0.4308
H 5.689 0.687 0.763  0.4093
H 5.620 -1.085 0.734  0.4095
H 5.329 1.057 3.745  0.4627
H 3.561 1.107 3.826  0.3109
H 4.405 1.977 2.541  0.3529
H 5.237 -1.502 3.718  0.4574
H 4.257 -2.327 2.491  0.3557
H 3.469 -1.432 3.793  0.3173
H 4.012 -0.167 -0.548  0.4902
H 1.798 -0.092 3.102  0.2761
H 0.015 0.751 3.982  0.3924
H -0.014 -1.027 3.907  0.3852
H -1.517 -0.119 4.082  0.4449
H -0.929 2.112 2.044  0.2840
H -2.450 1.238 2.319  0.4421
H -1.734 1.282 0.701  0.0654
H -0.972 -2.200 1.884  0.3182
H -1.764 -1.270 0.608  0.0967
H -2.477 -1.321 2.226  0.4557
C -5.817 -0.117 -4.091  -1.0299
C -5.889 -0.237 -2.563  -0.2834
C -4.557 -0.395 -2.004  0.2486
N -3.498 -0.501 -1.582  -0.3736
H -6.819 -0.008 -4.506  0.3421
H -5.351 -1.003 -4.519  0.3006
H -5.223 0.752 -4.369  0.2630
H -6.484 -1.103 -2.270  0.3002
H -6.339 0.657 -2.130  0.2588
Cl -2.474 4.687 -2.087  -0.1581
C -1.015 3.835 -2.583  0.5539
Cl -0.127 4.827 -3.742  -0.1496
Cl 0.000 3.529 -1.160  -0.1203
C -1.336 2.421 -3.187  0.4614
O -2.422 1.899 -2.877  -0.6232
O -0.416 1.902 -3.857  -0.6939
F -0.925 -3.088 -2.096  -0.3279
B -1.237 -3.357 -3.452  0.3582
F -0.249 -2.704 -4.244  -0.3969
F -2.486 -2.728 -3.734  -0.3194
F -1.287 -4.710 -3.715  -0.3274

gap between HOMO and LUMO = 0.28527 Eh
total charge = -1
E_LUMO = 2.476 eV

=====

# C19H25BO5

A 2-piece molecular cluster, C19H25BO5 overall at a distorted geometry (ωB97M-V with the def2-TZVPD basis set, OMol25).

Last column: Mulliken charge in e.
Cartesian coordinates (Å):
C 1.504 -1.982 -3.148  -0.6608
O 0.201 -1.349 -2.755  -0.3940
C 0.035 -0.424 -1.830  -0.1660
C 1.323 0.353 -1.358  0.7176
C 1.482 1.715 -1.628  -0.4996
C 2.591 2.450 -1.211  -0.7259
C 3.580 1.924 -0.406  0.9256
C 4.676 2.707 0.309  -1.4581
C 3.491 0.536 -0.185  -0.8209
C 2.435 -0.212 -0.692  -0.1434
H 1.867 -2.501 -2.251  0.2961
H 1.279 -2.735 -3.928  0.2846
H 2.205 -1.220 -3.542  0.2740
H -0.945 0.101 -1.890  0.7650
H 0.735 2.161 -2.285  0.3801
H 2.677 3.480 -1.566  0.3723
H 5.228 2.039 1.001  0.3399
H 5.426 3.137 -0.385  0.3571
H 4.266 3.555 0.899  0.3111
H 4.295 0.017 0.321  0.3352
H 2.499 -1.282 -0.454  0.4126
C -5.343 -2.326 0.329  -1.2379
C -4.480 -1.600 -0.594  0.5061
C -4.749 -0.417 -1.276  -0.7795
C -3.498 0.114 -1.617  -0.6863
C -2.488 -0.707 -1.111  0.6307
B -1.409 -0.268 0.321  0.3799
O -0.356 -1.210 -0.007  -0.2088
C 0.464 -1.165 1.196  -0.7504
C 0.104 0.093 2.055  1.5888
C 1.278 0.445 2.933  -1.8413
C -1.225 -0.418 2.617  -0.9617
O -2.154 -0.553 1.505  -0.4579
C -0.347 1.428 1.315  -0.9983
O -1.109 1.118 0.153  -0.4691
O -3.143 -1.848 -0.614  -0.3209
H -6.401 -2.053 0.225  0.3564
H -5.307 -3.412 0.240  0.3033
H -5.055 -2.064 1.357  0.2252
H -5.714 0.069 -1.384  0.3819
H -3.319 1.012 -2.184  0.5003
H 0.303 -2.138 1.745  0.3700
H 1.508 -1.180 0.950  0.1441
H 1.217 1.387 3.471  0.3788
H 1.500 -0.316 3.676  0.4143
H 2.145 0.544 2.276  0.2601
H -1.105 -1.419 3.057  0.3689
H -1.660 0.289 3.318  0.3871
H -0.971 2.018 2.028  0.3711
H 0.462 2.109 1.002  0.2426

gap between HOMO and LUMO = 0.25000 Eh
E_LUMO = 0.169 eV
ΔE to the lowest compared entry with this formula, charge and spin = 99.3 kJ/mol

=====

# C19H25BrCl2EuN2O3

C19H25BrCl2EuN2O3 as an isolated structure (ωB97M-V with the def2-TZVPD basis set, OMol25).

Last column: Löwdin spin population.
Cartesian coordinates (Å):
Eu 0.583 -0.156 0.106  6.0676
C 0.011 -2.130 3.112  0.0001
O -0.416 -1.747 1.782  -0.0053
C -1.585 -2.501 1.391  -0.0003
C -2.192 -1.868 0.149  -0.0005
O -1.177 -1.454 -0.795  -0.0077
C -0.674 -2.469 -1.697  0.0002
C 0.518 -3.218 -1.123  0.0000
O 1.483 -2.265 -0.624  -0.0098
C 2.687 -2.944 -0.187  -0.0003
H -0.762 -1.882 3.840  0.0000
H 0.921 -1.589 3.348  0.0001
H 0.208 -3.201 3.151  0.0000
H -2.322 -2.482 2.195  -0.0001
H -1.298 -3.541 1.227  0.0000
H -2.735 -0.959 0.406  0.0000
H -2.887 -2.564 -0.319  -0.0002
H -0.393 -1.936 -2.605  0.0000
H -1.462 -3.180 -1.947  0.0000
H 0.964 -3.823 -1.914  -0.0001
H 0.228 -3.882 -0.307  0.0000
H 3.158 -3.453 -1.027  -0.0002
H 2.447 -3.671 0.589  0.0000
H 3.373 -2.199 0.206  0.0001
Br -4.317 3.702 4.274  0.0000
C -3.181 3.176 2.880  0.0000
C -3.047 3.981 1.750  0.0000
C -2.214 3.606 0.718  -0.0004
C -1.492 2.411 0.792  -0.0004
C -1.641 1.612 1.934  -0.0003
C -2.469 1.983 2.971  -0.0001
N -0.623 1.920 -0.205  -0.0144
C -0.424 2.539 -1.317  0.0001
C 0.442 1.988 -2.350  0.0002
C 0.616 2.656 -3.553  -0.0003
C 1.442 2.109 -4.527  0.0008
C 2.075 0.906 -4.260  -0.0005
C 1.849 0.294 -3.038  -0.0007
N 1.048 0.802 -2.093  -0.0138
H -3.603 4.907 1.687  0.0000
H -2.136 4.260 -0.140  0.0000
H -1.102 0.663 2.009  -0.0005
H -2.575 1.368 3.855  0.0000
H -0.895 3.490 -1.543  -0.0003
H 0.109 3.597 -3.726  -0.0001
H 1.588 2.614 -5.472  0.0000
H 2.733 0.447 -4.985  -0.0001
H 2.334 -0.648 -2.804  -0.0001
Cl 1.889 0.786 2.414  -0.0078
C 3.512 1.000 1.724  0.0002
Cl 3.389 0.564 0.007  -0.0049
H 4.214 0.341 2.224  0.0000
H 3.802 2.042 1.815  0.0000

spin multiplicity = 7
gap between HOMO and LUMO (spin up / spin down) = 0.16963 / 0.23141 Eh
total charge = +3
E_LUMO (spin up / spin down) = -11.653 / -9.972 eV
expectation value of S² = 12.012
ΔE to the lowest compared entry with this formula, charge and spin = 46.6 kJ/mol

=====

# C19H25BrF3NO4

A 3-piece molecular cluster, C19H25BrF3NO4 overall at a distorted geometry (ωB97M-V with the def2-TZVPD basis set, OMol25).

Last column: Mulliken charge in e.
Cartesian coordinates (Å):
C -0.035 1.281 -3.098  -0.5462
C 0.983 0.389 -3.785  -0.3813
C 1.060 -1.160 -3.159  -0.8175
C 1.419 -0.964 -1.549  0.1968
C 0.236 -0.977 -0.403  0.8605
C -1.336 -1.230 -0.904  -0.6985
C -1.427 -2.879 -1.172  -0.6440
C -1.374 -3.738 0.235  0.7773
F -0.016 -3.907 0.803  -0.2268
F -2.275 -3.054 1.190  -0.2569
F -1.865 -5.117 -0.102  -0.2774
C 0.541 -0.768 1.218  -0.5282
C 2.116 -0.574 1.638  0.5010
C 3.297 -0.581 0.501  0.1315
C 3.017 -0.764 -1.108  0.3861
C 4.263 -0.782 -2.185  -0.9740
C 4.680 -0.400 1.365  0.0647
O 5.882 -0.637 0.834  -0.5362
N 4.290 0.019 2.789  -0.2121
Br 4.706 1.846 2.774  0.0464
C 2.862 -0.386 3.086  0.1319
O 2.213 -0.628 4.229  -0.4932
H 0.191 1.599 -1.984  0.2867
H -1.050 1.598 -3.625  0.2998
H 1.653 0.763 -4.676  0.3272
H 1.855 -1.820 -3.709  0.4336
H 0.011 -1.674 -3.319  0.1925
H -2.132 -0.849 -0.136  0.3664
H -1.576 -0.735 -1.937  0.1696
H -0.416 -3.140 -1.747  0.2446
H -2.333 -3.139 -1.865  0.3278
H -0.275 -0.750 2.057  -0.0870
H 4.471 0.333 -2.523  0.2688
H 5.209 -1.258 -1.633  0.3437
H 3.979 -1.448 -3.110  0.2594
C -0.906 -0.380 4.955  -0.7204
C -2.247 0.250 5.267  -0.3113
O -2.761 0.896 4.112  -0.4957
H -0.194 0.379 4.613  0.2114
H -0.494 -0.878 5.837  0.3844
H -1.001 -1.113 4.148  0.1694
H -2.144 0.998 6.059  0.3106
H -2.968 -0.504 5.597  0.2620
H -2.857 0.222 3.417  0.2710
C -3.083 4.435 -1.342  -1.0510
C -2.921 4.029 -2.792  -0.2402
O -2.600 2.648 -2.876  -0.4593
H -2.162 4.238 -0.782  0.2609
H -3.326 5.498 -1.259  0.3437
H -3.877 3.853 -0.862  0.3292
H -2.113 4.597 -3.261  0.3105
H -3.842 4.210 -3.355  0.2458
H -3.329 2.152 -2.465  0.2418

gap between HOMO and LUMO = 0.23961 Eh
E_LUMO = -1.413 eV
structure (SMILES) = C=CCc1c(CCC(F)(F)F)cc2c(c1C)C(=O)N(Br)C2=O.CCO.CCO

=====

- Number 2 is which compound?
  C19H25BO5